No. 1
# C42H126O42

A 21-piece molecular cluster, C42H126O42 overall at a distorted geometry (wB97M-V/def2-TZVPD, the OMol25 dataset).

Calculated values
- E_HOMO (eV) = -9.1
- M (Da) = 1303.43
- LUMO (eV) = -0.06
- 2S+1 = 1
- strongest force on any atom (hartree/bohr) = 0.079
- ΔE to the lowest compared entry with this formula, charge and spin (kJ/mol) = 327.8
- orbital gap (eV) = 9.04

Element x y z (Å)
1 H 10.679 14.436 13.321
2 H 19.460 17.033 21.081
3 C 15.189 12.084 17.276
4 H 7.274 11.388 19.773
5 H 10.563 12.089 21.284
6 C 15.820 13.291 20.373
7 O 13.092 19.868 11.460
8 O 7.899 10.786 19.362
9 H 13.568 15.263 10.821
10 H 14.515 13.643 23.519
11 H 13.751 22.069 13.927
12 H 16.656 17.379 20.064
13 C 13.005 16.193 10.737
14 H 13.111 14.927 14.935
15 H 7.892 11.552 17.487
16 H 9.813 14.090 15.555
17 C 20.522 11.334 17.826
18 H 15.660 14.876 21.338
19 H 14.989 15.754 25.204
20 C 19.270 15.440 17.933
21 H 12.543 20.667 24.833
22 H 13.539 17.086 18.986
23 C 14.240 20.756 23.512
24 H 14.213 20.728 16.258
25 H 15.819 19.384 18.203
26 O 15.062 12.379 22.555
27 H 7.552 17.215 19.442
28 H 14.155 12.271 22.262
29 O 14.240 15.185 16.270
30 H 19.738 16.229 16.004
31 O 10.679 11.507 17.041
32 H 18.575 12.013 15.376
33 C 11.369 14.351 14.161
34 H 10.582 10.684 18.873
35 H 9.171 15.906 17.625
36 H 15.305 20.530 23.567
37 O 8.896 16.533 20.835
38 H 15.890 15.182 23.823
39 H 14.585 19.892 13.900
40 H 9.659 14.137 22.072
41 H 18.021 16.064 16.169
42 H 17.216 18.544 22.259
43 H 12.094 21.270 13.430
44 O 17.777 16.477 22.190
45 H 14.515 12.156 18.129
46 C 10.743 14.069 22.159
47 C 14.259 16.449 23.241
48 H 9.190 20.255 15.507
49 H 10.244 20.208 14.017
50 O 17.753 10.184 15.604
51 H 15.490 12.025 14.510
52 H 18.173 16.385 13.020
53 C 18.925 16.308 16.727
54 H 17.459 11.522 12.984
55 H 13.256 16.705 23.581
56 H 20.165 8.869 15.195
57 H 17.150 20.376 20.084
58 C 14.880 15.341 24.202
59 H 10.966 13.985 23.223
60 H 18.754 14.408 13.921
61 H 17.481 15.804 21.573
62 H 7.296 14.828 18.122
63 H 18.344 19.178 20.172
64 H 18.900 10.704 19.018
65 C 19.219 16.489 21.995
66 O 11.199 15.298 21.633
67 O 15.951 13.273 16.963
68 C 11.886 19.616 19.462
69 H 15.331 18.590 20.085
70 O 11.601 14.019 16.651
71 H 19.690 12.895 13.608
72 H 21.011 12.198 17.376
73 H 17.814 18.740 12.997
74 O 8.978 18.743 14.278
75 C 16.939 18.157 13.284
76 H 19.606 15.501 21.746
77 C 18.004 8.908 15.000
78 O 18.178 15.507 18.855
79 H 11.853 13.109 20.507
80 H 21.823 11.194 19.347
81 H 16.431 12.940 19.542
82 H 14.783 13.306 20.037
83 C 13.520 20.187 24.799
84 H 13.319 22.327 22.906
85 O 13.650 20.028 14.075
86 C 19.974 17.076 23.190
87 C 17.293 19.345 20.408
88 H 15.759 18.969 11.884
89 H 19.280 14.394 17.626
90 H 16.900 10.479 15.277
91 C 9.014 15.665 18.676
92 H 16.136 21.749 15.080
93 C 8.626 11.444 18.286
94 H 10.619 15.587 20.924
95 H 8.459 18.426 15.020
96 O 8.008 14.664 18.744
97 H 16.175 14.073 13.326
98 H 13.898 20.219 22.627
99 O 16.395 14.399 20.944
100 H 17.158 23.293 15.890
101 H 11.488 13.072 16.760
102 O 19.697 16.416 24.368
103 H 11.739 11.857 22.890
104 C 13.183 21.256 13.474
105 C 13.480 16.200 18.353
106 C 17.546 12.609 13.001
107 O 10.646 20.144 18.967
108 H 13.857 10.665 16.253
109 H 19.373 12.136 20.333
110 O 18.604 12.968 15.278
111 H 18.149 14.690 19.357
112 H 9.951 15.184 18.955
113 O 19.435 9.742 13.351
114 O 12.317 12.226 22.218
115 H 19.622 18.106 23.245
116 C 11.723 18.954 20.887
117 C 13.714 17.068 9.648
118 H 11.984 15.427 17.545
119 O 17.124 19.419 21.876
120 H 9.182 17.715 19.186
121 C 19.172 11.620 18.493
122 C 8.582 16.868 19.518
123 O 18.946 17.674 17.142
124 H 18.329 11.771 17.819
125 O 16.242 13.118 13.398
126 H 16.908 20.882 16.454
127 H 14.850 14.509 16.573
128 H 11.672 13.314 14.019
129 H 13.694 16.589 8.669
130 C 14.805 21.437 16.837
131 H 19.591 7.764 14.023
132 O 10.468 18.286 16.870
133 H 15.538 16.297 17.392
134 O 13.125 16.975 12.010
135 H 10.783 18.403 20.911
136 H 14.197 22.341 16.851
137 O 14.039 14.180 24.157
138 O 12.127 16.294 17.932
139 H 14.296 17.221 16.537
140 H 13.167 15.766 21.827
141 C 14.403 11.587 16.055
142 H 12.160 18.783 18.815
143 O 14.861 20.886 18.163
144 H 11.507 19.499 22.748
145 H 14.596 21.270 25.928
146 O 14.211 20.394 26.007
147 O 15.294 11.216 14.988
148 O 19.289 12.630 19.514
149 H 18.289 17.786 17.832
150 H 8.195 15.942 21.118
151 H 12.772 20.250 19.415
152 H 13.318 21.918 11.329
153 C 19.409 8.764 14.417
154 O 12.554 15.098 14.172
155 H 13.125 19.232 12.179
156 H 21.035 17.191 22.971
157 C 11.325 12.855 21.426
158 H 14.915 17.310 23.368
159 O 16.694 22.883 16.625
160 H 12.887 16.422 12.758
161 H 16.604 13.065 16.291
162 O 11.709 19.948 21.924
163 H 17.014 12.194 21.937
164 H 10.586 15.631 15.797
165 H 11.950 16.003 10.544
166 H 13.263 19.128 24.818
167 H 10.385 11.275 16.158
168 C 16.344 18.374 19.746
169 C 10.924 18.983 15.729
170 H 17.076 16.793 11.763
171 H 11.131 17.647 17.141
172 H 10.430 19.567 18.230
173 H 11.553 19.842 15.962
174 H 17.887 8.126 15.750
175 O 16.233 15.805 13.227
176 H 14.680 21.607 18.771
177 H 16.946 18.199 14.373
178 O 14.058 22.103 23.477
179 H 8.877 12.458 18.596
180 O 14.107 15.951 21.893
181 H 11.534 18.416 15.026
182 H 20.459 10.701 16.941
183 C 9.951 10.764 17.988
184 C 16.219 21.675 16.164
185 H 20.357 9.875 13.119
186 H 13.722 12.357 15.692
187 H 17.278 8.742 14.205
188 H 19.943 15.489 24.318
189 O 21.485 10.610 18.664
190 H 12.879 18.613 10.185
191 C 16.013 12.198 21.506
192 C 10.786 14.581 15.587
193 H 15.827 11.230 17.504
194 H 12.500 18.278 21.246
195 H 14.658 21.194 12.036
196 H 20.237 15.698 18.366
197 C 9.840 19.658 14.867
198 O 12.943 18.211 9.315
199 C 17.153 16.729 12.848
200 H 17.735 12.785 11.942
201 H 9.841 9.734 17.651
202 O 15.767 18.814 12.831
203 C 13.571 21.108 12.013
204 H 15.439 16.263 13.513
205 H 13.604 15.272 18.911
206 H 14.766 17.218 9.892
207 O 16.351 18.597 18.344
208 C 14.483 16.319 17.119
209 H 15.898 11.267 20.951
210 C 18.727 13.318 13.893

Atom charges from the Löwdin analysis, given in e for atoms 1 to 99: 0.1255, 0.1077, -0.1878, 0.0775, 0.1149, -0.2229, -0.0731, -0.0760, 0.1076, 0.0041, 0.1174, 0.1028, -0.1423, 0.0360, 0.1219, 0.1114, -0.2010, 0.0538, 0.1143, -0.2094, 0.1044, 0.0975, -0.2769, 0.0896, 0.0288, -0.0742, 0.1326, 0.0456, -0.1102, 0.1136, -0.0764, 0.0363, -0.1991, 0.1216, 0.1015, 0.1092, -0.0651, 0.1044, 0.0436, 0.1123, 0.1084, 0.0352, 0.1121, -0.0773, 0.1113, -0.1942, -0.1858, 0.1237, 0.1122, -0.0916, 0.0298, 0.1196, -0.2286, 0.1008, 0.1087, 0.1091, 0.1143, -0.1933, 0.1305, 0.0930, 0.0287, 0.0938, 0.1115, 0.1216, -0.2061, -0.0809, -0.0587, -0.1880, 0.1165, -0.0956, 0.1053, 0.1160, 0.1277, -0.0566, -0.2049, 0.1137, -0.2099, -0.0742, 0.1230, 0.0721, 0.0901, 0.1114, -0.2446, 0.0950, -0.1129, -0.2710, -0.1904, 0.0997, 0.0913, 0.0258, -0.2144, 0.1098, -0.2140, 0.0425, 0.0789, -0.0774, 0.0392, 0.0952, -0.0734


No. 2
# C42H19BiF20GeN3O5S4

C42H19BiF20GeN3O5S4 as an isolated structure (wB97M-V/def2-TZVPD, the OMol25 dataset).

Calculated values
- E_HOMO (eV) = -5.9
- M (Da) = 1435.45
- LUMO (eV) = 1.84
- 2S+1 = 1
- strongest force on any atom (hartree/bohr) = 0.019
- charge = -1
- ΔE to the lowest compared entry with this formula, charge and spin (kJ/mol) = 0.0
- orbital gap (eV) = 7.77

Element x y z (Å)
1 C 2.968 -3.569 1.354
2 C 3.030 0.845 -2.454
3 C -3.995 -3.142 -0.445
4 C -3.178 -2.801 5.997
5 C 2.431 0.351 -5.083
6 H -1.858 4.227 2.174
7 C -0.836 -3.198 -2.976
8 C 2.273 2.807 1.836
9 C -3.032 2.396 1.823
10 C -2.525 -6.162 0.667
11 H -3.007 2.305 2.908
12 C -0.360 -3.755 -1.715
13 C -2.227 -0.070 -1.008
14 C -6.069 -1.982 -0.502
15 C 2.465 3.673 0.633
16 N 2.599 -1.233 2.101
17 S 1.891 3.454 3.401
18 O -3.193 -0.646 -1.489
19 O 0.744 1.635 -1.178
20 F 1.630 -1.754 -4.510
21 O -1.021 -0.567 -1.039
22 C -0.360 2.084 -1.716
23 H 2.142 4.695 0.822
24 N -0.007 -4.165 -0.702
25 C -0.800 -7.806 0.533
26 C -2.234 1.253 1.190
27 C 2.145 -0.585 -4.108
28 F 0.318 -5.055 2.542
29 F 2.175 0.087 -6.369
30 C -5.887 -1.627 0.819
31 F -5.268 -3.060 -2.427
32 C -3.578 -4.036 6.458
33 C -2.077 -7.390 0.218
34 C -2.216 3.628 1.337
35 C -0.474 -5.789 1.745
36 H -1.772 -3.672 -3.265
37 H -3.490 1.524 -0.554
38 S 2.023 -1.556 -1.532
39 C -1.514 2.459 -0.771
40 F 3.936 2.931 -3.069
41 Ge -2.139 -3.406 1.851
42 F -3.080 -3.845 -1.125
43 S -0.566 -1.956 1.948
44 F -2.400 -1.428 4.326
45 H 3.523 3.688 0.360
46 F -3.185 -1.752 6.827
47 O -0.879 1.724 1.341
48 F -7.162 -1.590 -1.152
49 C -3.199 -4.927 4.276
50 C -2.454 1.281 -0.340
51 C 2.400 -0.354 -2.764
52 N 2.400 1.519 1.841
53 F -3.968 -4.189 7.724
54 C 1.932 1.877 4.064
55 H -0.087 -3.344 -3.749
56 H -2.080 3.218 -1.303
57 C 2.215 0.970 3.094
58 C 2.360 -0.488 3.240
59 F -2.869 -8.179 -0.519
60 H 2.012 -3.846 0.902
61 C -2.774 -2.658 4.684
62 F 3.445 1.074 -1.205
63 C 2.740 -2.499 2.364
64 F -3.813 -5.869 0.435
65 C 3.000 1.557 -4.731
66 C -3.582 -5.108 5.594
67 H -1.006 -2.130 -2.823
68 F 3.277 2.469 -5.664
69 C 0.000 -7.012 1.329
70 C -4.761 -2.059 1.489
71 F -4.644 -1.681 2.772
72 F -0.352 -8.982 0.095
73 H 1.721 1.700 5.108
74 C -3.796 -2.858 0.895
75 H 3.615 -3.196 0.562
76 C 2.319 -1.208 4.388
77 F 1.221 -7.435 1.678
78 C -1.044 2.950 0.605
79 H -2.781 4.272 0.664
80 O -0.501 2.290 -2.909
81 C -5.113 -2.739 -1.141
82 C -1.716 -5.300 1.382
83 H 2.158 -0.860 5.397
84 Bi 0.756 -0.150 0.236
85 H 1.924 3.244 -0.213
86 H 3.402 -4.457 1.814
87 F -6.804 -0.876 1.440
88 S 2.585 -2.860 4.048
89 C -2.774 -3.707 3.767
90 H -4.070 2.410 1.494
91 F -3.972 -6.310 6.032
92 F -3.297 -6.019 3.506
93 H -0.118 3.519 0.592
94 H -2.348 0.280 1.664
95 C 3.317 1.792 -3.410

Taken from the Löwdin analysis, the atomic charges in e are: -0.0867, -0.2722, -0.2485, -0.1444, -0.1413, 0.1078, -0.0556, -0.6342, -0.0869, -0.2333, 0.1148, -0.2842, -0.5542, -0.1361, -0.0738, -0.0222, 1.0493, 0.0791, -0.2645, 0.0779, -0.2721, -0.5812, 0.0747, 0.1819, -0.1345, -0.2624, -0.2250, 0.0555, 0.1128, -0.1417, 0.1282, -0.1429, -0.1372, -0.0826, -0.2648, 0.0816, 0.1493, 0.6238, -0.0932, 0.1097, 0.7066, 0.0913, 0.2279, 0.0526, 0.0910, 0.1121, -0.1787, 0.1298, -0.2072, -0.0904, -0.5028, 0.0103, 0.1228, -0.3441, 0.0698, 0.1498, -0.3444, -0.3763, 0.1134, 0.0438, -0.2542, 0.0634, -0.6635, 0.0992, -0.1394, -0.1476, 0.0700, 0.1198, -0.1452, -0.2149, 0.0893, 0.1229, 0.0751, -0.1106, 0.0661, -0.3531, 0.1123, -0.2568, 0.1139, 0.0803, -0.1604, -0.1610, 0.0747, 1.6415, 0.0577, 0.0758, 0.1107, 1.0535, -0.0990, 0.1157, 0.1121, 0.0966, 0.1318, 0.1172, -0.1421